(1)
Formula: C40H43BeN4O5P3Te
Source: the OMol25 dataset
Level of theory: ωB97M-V with the def2-TZVPD basis set

The geometry in XYZ format:
```
97
Properties=species:S:1:pos:R:3
Te -1.895 -2.160 -2.249
P -0.268 0.462 -1.184
P 0.431 -2.125 0.211
P 3.645 0.656 -0.152
O -1.250 2.343 2.811
O 0.065 0.781 1.846
O 2.174 2.399 2.958
O 2.287 0.474 0.478
O 0.614 3.668 -1.129
N -5.754 -2.525 0.792
N 1.099 5.270 0.379
N 1.200 0.093 3.938
N 1.300 2.971 0.924
C -0.582 -4.810 0.157
C -0.690 -1.200 -0.841
C 1.404 1.780 -4.743
C -0.158 0.683 4.142
C 1.173 -4.266 -1.372
C -1.745 -2.779 4.276
C 0.266 -6.489 -1.349
C -1.822 1.377 -1.456
C -0.398 -3.087 4.130
C -2.444 -2.230 3.204
C 1.969 -0.534 -4.468
C -4.036 -3.566 -0.524
C 1.928 4.682 2.507
C 0.238 -2.855 2.913
C 0.981 3.934 0.005
C -4.303 -1.206 -0.594
C 4.811 1.381 1.003
C 1.560 5.610 1.612
C 0.728 6.271 -0.611
C -3.659 2.145 -2.821
C 3.619 1.703 -1.603
C -3.672 2.573 -0.459
C 4.304 -0.932 -0.644
C 1.808 3.285 2.153
C -2.435 1.502 -2.699
C -5.100 -3.604 0.369
C -4.281 2.681 -1.702
C 1.156 -5.557 -1.870
C -2.453 1.922 -0.338
C -0.457 -2.320 1.828
C 0.578 0.574 -2.819
C -3.612 -2.339 -1.013
C 0.673 1.750 -3.564
C 0.297 -3.864 -0.362
C -1.802 -1.994 1.996
C -0.598 -6.111 -0.334
C 1.229 -0.564 -3.292
C -0.524 1.373 2.825
C -5.350 -1.351 0.302
C 2.059 0.642 -5.197
Be 0.877 1.289 0.576
H -5.235 3.185 -1.800
H -1.296 -6.829 0.080
H -0.283 6.086 -0.964
H -1.987 1.847 0.636
H 2.625 0.670 -6.120
H 1.285 -3.122 2.789
H -5.436 -4.555 0.773
H 1.605 6.671 1.818
H 0.188 2.648 -3.210
H 5.321 -0.822 -1.022
H -0.857 -0.123 4.354
H -2.332 -1.556 1.158
H 1.119 -0.702 3.298
H 1.838 -5.839 -2.663
H -3.497 -1.996 3.306
H -5.896 -0.477 0.644
H 3.658 -1.355 -1.414
H 4.294 -1.605 0.212
H -2.251 -2.975 5.213
H 4.635 1.904 -1.945
H -4.130 2.219 -3.793
H 0.783 7.253 -0.146
H -4.140 2.995 0.421
H 0.250 -7.501 -1.732
H 1.400 6.232 -1.468
H 1.777 0.840 3.464
H -1.970 1.075 -3.579
H 4.408 2.323 1.374
H 2.285 4.942 3.490
H 5.774 1.552 0.522
H 2.463 -1.433 -4.818
H 4.943 0.710 1.852
H -0.127 1.395 4.961
H -3.529 -4.482 -0.803
H 3.057 1.208 -2.397
H 3.110 2.638 -1.368
H 1.147 -1.485 -2.724
H -1.282 -4.533 0.935
H 1.461 2.700 -5.313
H 1.629 -0.212 4.807
H 0.150 -3.530 4.954
H 1.877 -3.547 -1.781
H -4.020 -0.221 -0.943
```

Values from the calculation:
HOMO, eV: -6.2723

The net atomic charges from Mulliken, expressed in e, are: atom 1 (Te): 0.278, atom 2 (P): 2.536, atom 3 (P): 0.695, atom 4 (P): 1.389, atom 5 (O): -0.686, atom 6 (O): 1.091, atom 7 (O): -0.881, atom 8 (O): -0.295, atom 9 (O): -0.435, atom 10 (N): -0.687, atom 11 (N): 0.252, atom 12 (N): 0.023, atom 13 (N): 0.949, atom 14 (C): -0.453, atom 15 (C): -0.876, atom 16 (C): -0.791, atom 17 (C): -0.842, atom 18 (C): -0.153, atom 19 (C): -0.833, atom 20 (C): -0.571, atom 21 (C): 0.266, atom 22 (C): -0.597, atom 23 (C): -0.605, atom 24 (C): -0.612, atom 25 (C): -0.173, atom 26 (C): -1.276, atom 27 (C): -0.663, atom 28 (C): 0.026, atom 29 (C): 0.195, atom 30 (C): -1.234, atom 31 (C): -0.080, atom 32 (C): -0.989, atom 33 (C): -0.784, atom 34 (C): -0.546, atom 35 (C): -0.802, atom 36 (C): -1.017, atom 37 (C): 0.762, atom 38 (C): -0.460, atom 39 (C): -0.515, atom 40 (C): -0.703, atom 41 (C): -0.717, atom 42 (C): -0.341, atom 43 (C): 0.483, atom 44 (C): 0.014, atom 45 (C): -0.009, atom 46 (C): -0.350, atom 47 (C): 0.182, atom 48 (C): 0.277, atom 49 (C): -0.778, atom 50 (C): -0.712, atom 51 (C): 0.504, atom 52 (C): -0.332, atom 53 (C): -0.715, atom 54 (Be): -1.505, atom 55 (H): 0.387, atom 56 (H): 0.420, atom 57 (H): 0.305, atom 58 (H): -0.002, atom 59 (H): 0.379, atom 60 (H): 0.409, atom 61 (H): 0.382, atom 62 (H): 0.342, atom 63 (H): 0.483, atom 64 (H): 0.487, atom 65 (H): 0.244, atom 66 (H): 0.051, atom 67 (H): -0.157, atom 68 (H): 0.422, atom 69 (H): 0.492, atom 70 (H): 0.402, atom 71 (H): 0.108, atom 72 (H): 0.348, atom 73 (H): 0.349, atom 74 (H): 0.577, atom 75 (H): 0.412, atom 76 (H): 0.349, atom 77 (H): 0.523, atom 78 (H): 0.375, atom 79 (H): 0.294, atom 80 (H): 0.254, atom 81 (H): 0.410, atom 82 (H): 0.213, atom 83 (H): 0.488, atom 84 (H): 0.479, atom 85 (H): 0.464, atom 86 (H): 0.326, atom 87 (H): 0.471, atom 88 (H): 0.445, atom 89 (H): 0.013, atom 90 (H): 0.041, atom 91 (H): -0.030, atom 92 (H): 0.486, atom 93 (H): 0.433, atom 94 (H): 0.438, atom 95 (H): 0.413, atom 96 (H): 0.154, atom 97 (H): 0.216

---

(2)
Formula: C40H43BrMgN4O4P2STe
Source: the OMol25 dataset
Level of theory: ωB97M-V with the def2-TZVPD basis set

The geometry in XYZ format:
```
97
Properties=species:S:1:pos:R:3
Te 1.989 2.391 -1.867
Br 5.353 5.560 4.129
S 2.653 -0.305 0.230
P -2.561 0.101 -0.684
P 0.078 -0.540 -1.930
Mg 0.498 0.657 1.456
O -0.833 3.399 2.195
O 1.757 1.824 4.896
O 0.409 2.296 0.752
O 1.242 0.641 3.103
N 3.481 -2.324 1.932
N -1.656 -0.742 -1.887
N 4.237 -2.420 -0.101
N -1.400 0.548 2.344
C -1.371 0.326 3.790
C 0.070 -2.343 0.183
C -6.014 1.324 -3.505
C -6.288 0.457 -2.462
C 0.428 -3.484 0.876
C -3.577 -3.686 0.648
C 1.369 -0.754 -5.811
C -0.322 -2.434 -5.563
C 1.434 4.992 2.932
C -0.558 1.417 4.470
C 0.606 -1.772 -6.353
C -0.484 -2.081 -4.236
C 4.764 -3.494 0.569
C 4.287 -3.431 1.830
C 1.359 -3.069 -1.700
C -4.727 1.808 -3.677
C 0.277 -1.053 -3.686
C -3.042 -2.667 -0.121
C 2.723 3.182 2.008
C 3.621 3.800 -1.651
C 1.203 -0.393 -4.484
C 2.845 -1.913 3.150
C 2.579 5.527 3.494
C 1.729 -4.205 -1.002
C 0.512 -2.134 -1.119
C -3.311 -1.341 0.191
C 1.258 -4.422 0.281
C -3.987 0.537 -1.767
C -4.128 -1.053 1.286
C 3.781 4.862 3.319
C -4.386 -3.393 1.733
C 0.943 1.306 4.158
C 3.436 -1.700 0.731
C 0.259 3.153 1.687
C 3.870 3.700 2.575
C -5.283 0.069 -1.593
C 0.501 3.942 -1.956
C -3.723 1.423 -2.810
C 1.501 3.820 2.187
C -4.669 -2.073 2.048
H 4.817 3.194 2.458
H -4.802 -4.189 2.333
H 1.540 -5.318 0.813
H 5.427 -4.193 0.107
H 3.443 4.411 -0.775
H -2.140 -0.014 1.934
H 2.543 6.433 4.080
H 3.578 -1.893 3.956
H 0.733 -2.056 -7.387
H 1.791 0.412 -4.058
H -1.197 -2.615 -3.623
H 3.719 4.433 -2.524
H -2.395 0.313 4.191
H -1.640 1.531 2.187
H -0.875 2.398 4.105
H -2.038 -0.569 -2.814
H -3.355 -4.715 0.401
H -0.570 -1.602 0.648
H 4.394 -2.166 -1.062
H 1.734 -2.909 -2.701
H 2.047 -2.608 3.417
H -2.719 1.808 -2.941
H 0.475 5.469 3.073
H -0.916 -3.231 -5.984
H -5.303 -1.851 2.895
H 4.459 -4.068 2.671
H 0.674 4.600 -2.800
H 4.534 3.234 -1.510
H 2.096 -0.238 -6.420
H 2.764 2.261 1.444
H 2.423 -0.913 3.035
H -2.400 -2.903 -0.956
H -4.506 2.486 -4.489
H 2.393 -4.924 -1.461
H -0.690 1.409 5.551
H 0.052 -3.643 1.877
H 0.514 4.509 -1.034
H -4.360 -0.018 1.511
H -0.906 -0.647 3.988
H -7.290 0.074 -2.326
H -6.800 1.623 -4.183
H -0.463 3.461 -2.056
H -5.512 -0.613 -0.787
```

Values from the calculation:
HOMO, eV: -6.9210

The net atomic charges from Mulliken, expressed in e, are: atom 1 (Te): 0.654, atom 2 (Br): -0.228, atom 3 (S): -0.249, atom 4 (P): 0.640, atom 5 (P): 0.887, atom 6 (Mg): 2.678, atom 7 (O): -0.827, atom 8 (O): -0.770, atom 9 (O): -0.310, atom 10 (O): -0.687, atom 11 (N): 0.420, atom 12 (N): -0.528, atom 13 (N): 0.283, atom 14 (N): -0.075, atom 15 (C): -0.707, atom 16 (C): -0.076, atom 17 (C): -0.560, atom 18 (C): -0.719, atom 19 (C): -1.062, atom 20 (C): -0.464, atom 21 (C): -0.657, atom 22 (C): -0.781, atom 23 (C): -0.548, atom 24 (C): -0.589, atom 25 (C): -0.578, atom 26 (C): 0.098, atom 27 (C): -0.785, atom 28 (C): -0.389, atom 29 (C): -0.914, atom 30 (C): -0.674, atom 31 (C): 0.137, atom 32 (C): -0.281, atom 33 (C): 0.400, atom 34 (C): -1.096, atom 35 (C): -0.189, atom 36 (C): -0.039, atom 37 (C): -0.561, atom 38 (C): -0.831, atom 39 (C): 0.536, atom 40 (C): 0.062, atom 41 (C): -0.984, atom 42 (C): 0.627, atom 43 (C): -0.483, atom 44 (C): -0.021, atom 45 (C): -0.778, atom 46 (C): 0.524, atom 47 (C): -0.686, atom 48 (C): -0.818, atom 49 (C): -0.884, atom 50 (C): -0.589, atom 51 (C): -0.789, atom 52 (C): -0.257, atom 53 (C): 0.862, atom 54 (C): -0.706, atom 55 (H): 0.473, atom 56 (H): 0.395, atom 57 (H): 0.402, atom 58 (H): 0.455, atom 59 (H): 0.265, atom 60 (H): -0.512, atom 61 (H): 0.434, atom 62 (H): 0.393, atom 63 (H): 0.381, atom 64 (H): 0.206, atom 65 (H): 0.311, atom 66 (H): 0.367, atom 67 (H): 0.469, atom 68 (H): 0.470, atom 69 (H): 0.190, atom 70 (H): 0.406, atom 71 (H): 0.443, atom 72 (H): 0.246, atom 73 (H): 0.211, atom 74 (H): 0.567, atom 75 (H): 0.273, atom 76 (H): 0.258, atom 77 (H): 0.429, atom 78 (H): 0.437, atom 79 (H): 0.466, atom 80 (H): 0.521, atom 81 (H): 0.433, atom 82 (H): 0.322, atom 83 (H): 0.441, atom 84 (H): 0.171, atom 85 (H): -0.566, atom 86 (H): 0.341, atom 87 (H): 0.427, atom 88 (H): 0.495, atom 89 (H): 0.489, atom 90 (H): 0.671, atom 91 (H): 0.238, atom 92 (H): 0.546, atom 93 (H): 0.268, atom 94 (H): 0.423, atom 95 (H): 0.382, atom 96 (H): 0.040, atom 97 (H): 0.285

---

(3)
Formula: C40H43ClFN6SV
Source: the OMol25 dataset
Level of theory: ωB97M-V with the def2-TZVPD basis set

The geometry in XYZ format:
```
93
Properties=species:S:1:pos:R:3
V 0.328 -0.866 -0.334
Cl -0.799 -4.134 -0.909
S 2.830 -3.135 2.332
F 0.327 -0.391 -3.439
N 1.800 -1.273 -0.976
N 0.128 -2.871 1.906
N 0.758 0.851 0.826
N 0.876 -4.944 2.388
N -1.179 0.520 -1.309
N 0.349 -1.540 1.592
C -3.675 0.115 -4.052
C -1.593 2.927 -1.357
C -3.023 2.774 1.017
C 4.173 -0.980 -0.990
C 1.754 -0.813 4.814
C 1.032 2.064 0.334
C 1.090 1.751 3.041
C -1.561 3.318 -3.860
C 1.320 2.988 2.512
C 5.409 -1.240 -1.563
C -0.435 -2.093 5.921
C -3.755 -0.536 0.567
C -1.743 1.673 -0.717
C 4.391 -2.691 -3.169
C -0.435 -1.756 4.576
C 0.632 -0.695 2.581
C 1.927 -3.174 -3.148
C 1.752 -1.141 6.162
C -1.008 -0.272 -3.601
C -1.757 0.237 -2.526
C -2.923 3.989 0.358
C -2.208 4.053 -0.823
C 3.016 -1.577 -1.534
C -2.459 1.614 0.501
C -3.120 0.443 -2.824
C 5.529 -2.085 -2.658
C 1.177 -3.593 2.186
C -2.926 0.446 2.718
C 0.655 -1.781 6.723
C -0.727 3.088 -2.597
C 0.288 4.227 -2.450
C 0.846 0.648 2.184
C -1.146 -2.342 -0.837
C 4.038 -0.112 0.225
C -1.538 -0.608 -4.824
C 1.324 3.159 1.107
C 0.654 -1.096 4.008
C -2.651 0.295 1.224
C -2.896 -0.425 -5.065
C 3.134 -2.463 -2.621
H 1.148 -2.473 -3.445
H -3.914 0.877 2.907
H 6.501 -2.282 -3.097
H 1.484 -3.800 -2.373
H -3.879 -1.484 1.096
H -3.747 0.879 -2.056
H 1.513 4.118 0.646
H -0.869 -1.000 -5.581
H -2.904 -0.537 3.191
H -1.673 -2.153 -1.771
H 3.546 -0.672 1.027
H 6.293 -0.780 -1.131
H -1.290 -2.609 6.344
H 0.937 4.088 -1.584
H -2.279 2.512 -4.017
H 0.657 -2.050 7.773
H 5.018 0.227 0.569
H 0.920 4.277 -3.340
H 0.999 2.127 -0.746
H -2.112 4.261 -3.784
H 1.510 -5.387 3.032
H -3.515 -0.764 -0.470
H -1.268 -2.026 3.942
H 1.502 3.832 3.168
H 1.088 1.598 4.112
H -0.915 3.375 -4.740
H -0.207 5.194 -2.342
H -1.885 -2.270 -0.032
H 3.415 0.761 0.021
H 4.473 -3.374 -4.010
H 2.629 -0.365 4.361
H -0.106 -5.104 2.559
H -4.734 0.285 -4.212
H 2.192 -3.800 -4.003
H -3.325 -0.692 -6.022
H -3.381 4.879 0.774
H 2.623 -0.921 6.768
H -0.164 2.161 -2.718
H -3.560 2.731 1.957
H -2.100 5.007 -1.330
H -4.707 0.006 0.599
H -2.174 1.070 3.203
H -1.726 -0.274 1.134
```

Values from the calculation:
2S+1: 3
Net charge: -2
HOMO (spin up / spin down), eV: -0.3755 / -1.6079

The net atomic charges from Mulliken, expressed in e, are: atom 1 (V): -0.278, atom 2 (Cl): -0.302, atom 3 (S): -0.553, atom 4 (F): -0.420, atom 5 (N): -0.143, atom 6 (N): -1.761, atom 7 (N): 1.572, atom 8 (N): -0.579, atom 9 (N): 2.432, atom 10 (N): 1.836, atom 11 (C): -0.914, atom 12 (C): 1.576, atom 13 (C): -0.491, atom 14 (C): 0.860, atom 15 (C): 0.095, atom 16 (C): -0.832, atom 17 (C): -0.553, atom 18 (C): -1.506, atom 19 (C): -1.234, atom 20 (C): -0.873, atom 21 (C): -0.989, atom 22 (C): -1.803, atom 23 (C): -1.621, atom 24 (C): -0.876, atom 25 (C): -0.022, atom 26 (C): 0.821, atom 27 (C): -0.880, atom 28 (C): -0.913, atom 29 (C): 0.210, atom 30 (C): -0.338, atom 31 (C): -1.460, atom 32 (C): -0.411, atom 33 (C): -0.038, atom 34 (C): 1.029, atom 35 (C): -0.565, atom 36 (C): -0.746, atom 37 (C): 0.281, atom 38 (C): -2.415, atom 39 (C): -0.415, atom 40 (C): 0.716, atom 41 (C): -1.420, atom 42 (C): -0.358, atom 43 (C): -0.220, atom 44 (C): -0.631, atom 45 (C): -0.474, atom 46 (C): -1.313, atom 47 (C): -0.402, atom 48 (C): 2.580, atom 49 (C): -0.712, atom 50 (C): 0.848, atom 51 (H): -0.064, atom 52 (H): 0.550, atom 53 (H): 0.352, atom 54 (H): 0.129, atom 55 (H): 0.479, atom 56 (H): 0.238, atom 57 (H): 0.344, atom 58 (H): 0.428, atom 59 (H): 0.379, atom 60 (H): 0.392, atom 61 (H): -0.157, atom 62 (H): 0.348, atom 63 (H): 0.370, atom 64 (H): 0.156, atom 65 (H): 0.191, atom 66 (H): 0.361, atom 67 (H): 0.394, atom 68 (H): 0.424, atom 69 (H): 1.051, atom 70 (H): 0.333, atom 71 (H): 0.222, atom 72 (H): 0.357, atom 73 (H): 0.472, atom 74 (H): 0.357, atom 75 (H): 0.577, atom 76 (H): 0.418, atom 77 (H): 0.313, atom 78 (H): 0.062, atom 79 (H): -0.064, atom 80 (H): 0.320, atom 81 (H): 0.454, atom 82 (H): 0.243, atom 83 (H): 0.346, atom 84 (H): 0.396, atom 85 (H): 0.332, atom 86 (H): 0.335, atom 87 (H): 0.363, atom 88 (H): -0.081, atom 89 (H): 0.281, atom 90 (H): 0.257, atom 91 (H): 0.285, atom 92 (H): 0.369, atom 93 (H): -0.709

---

no.,M (g/mol),electronic energy (Ha)
1,889.34,-3452.35430
2,969.63,-6193.22508
3,745.29,-3780.91450